1.
Formula: C12H11BrCl28N3
Source: the OMol25 dataset
Level of theory: ωB97M-V/def2-TZVPD

```
55
Properties=species:S:1:pos:R:3:forces:R:3:lowdin_charge:R:1
C 2.2384 -0.7374 0.6148 2.092 -0.400 1.358 -0.14
N 1.8841 0.3587 -0.3654 0.242 2.549 1.389 -0.12
C 0.4015 0.4541 -0.6402 -1.878 -0.462 -0.292 -0.19
C -0.4142 1.5392 0.2771 -1.366 0.200 -0.711 -0.15
C 0.3566 2.9639 0.5273 -1.941 -0.746 1.023 -0.20
N 1.7740 2.7029 0.9816 0.530 -2.019 -1.929 -0.03
C 2.4773 1.6411 0.1681 1.458 0.061 0.400 -0.22
N 3.8391 1.8458 -0.0837 -3.622 -0.289 0.872 -0.32
Br 4.7622 3.4091 0.5113 -0.536 -1.561 -0.372 0.77
H 2.0898 -0.3563 1.7285 -0.212 -1.275 -2.411 0.03
H 1.7154 -1.7646 0.3971 0.803 2.345 0.230 0.11
H 3.4140 -0.9089 0.5083 -2.711 0.282 0.349 0.03
H -0.0754 -0.6125 -0.3951 1.384 2.593 -0.671 0.03
H 0.2017 0.6071 -1.8070 0.708 0.002 2.663 0.09
H -0.8040 1.0370 1.2863 1.239 1.151 -2.050 0.11
H -1.4107 1.8019 -0.3258 2.121 -0.666 1.277 0.13
H 0.2499 3.6937 -0.3808 0.737 -1.547 1.625 0.11
H -0.2036 3.4938 1.4367 1.372 -1.060 -2.033 0.15
H 1.8210 2.5096 2.0162 0.257 0.040 -1.520 0.13
H 4.4053 1.1216 -0.6205 -1.028 0.929 0.749 -0.03
C 4.9893 -1.8068 -2.1550 -0.294 -0.747 -0.335 -1.96
Cl 6.2490 -2.6489 -3.0923 -0.421 0.452 0.404 0.56
Cl 3.5148 -1.6555 -3.1437 0.413 0.038 0.334 0.54
Cl 4.6232 -2.7384 -0.6811 0.329 0.049 -0.479 0.56
Cl 5.5703 -0.1842 -1.7031 0.459 -0.199 -0.262 0.59
C 3.7894 -0.1268 4.7450 0.135 -0.208 0.569 -1.98
Cl 2.1436 -0.0085 5.4174 0.460 0.079 -0.141 0.51
Cl 4.2481 -1.8419 4.5956 -0.170 0.529 -0.053 0.54
Cl 3.8308 0.6413 3.1378 0.276 0.114 0.349 0.54
Cl 4.9348 0.7021 5.8291 -0.384 -0.239 -0.406 0.55
C -1.0106 -2.6268 2.5950 -0.201 -0.289 0.315 -1.96
Cl -2.5812 -2.9209 3.3832 0.501 0.130 -0.296 0.55
Cl -0.1269 -1.3617 3.4855 -0.205 -0.302 -0.259 0.50
Cl -0.0553 -4.1307 2.5949 -0.228 0.469 -0.046 0.54
Cl -1.2793 -2.0938 0.9162 0.052 -0.331 0.448 0.52
C -2.1812 -0.1545 -4.1041 -0.117 -0.155 -0.198 -2.00
Cl -0.9215 -0.9966 -5.0414 -0.269 0.225 0.244 0.52
Cl -3.6557 -0.0032 -5.0928 0.470 -0.038 0.354 0.54
Cl -2.5473 -1.0861 -2.6302 0.056 0.280 -0.358 0.49
Cl -1.6002 1.4681 -3.6522 -0.141 -0.232 -0.120 0.52
C 1.5443 7.0585 -0.4912 -0.015 0.356 -0.109 -2.00
Cl 2.3634 8.5456 0.0494 -0.239 -0.465 -0.143 0.53
Cl 1.3462 7.0996 -2.2614 0.050 -0.060 0.475 0.52
Cl 2.5241 5.6418 -0.0359 -0.329 0.447 -0.131 0.46
Cl -0.0565 6.9472 0.2832 0.364 -0.024 -0.166 0.52
C -5.9557 -1.4748 -0.2912 -0.300 -0.022 -0.107 -1.98
Cl -6.1654 0.2848 -0.1062 0.103 -0.399 -0.041 0.52
Cl -6.3783 -1.9516 -1.9551 0.137 0.203 0.488 0.50
Cl -4.2593 -1.9086 0.0383 -0.522 0.038 0.085 0.43
Cl -7.0199 -2.3238 0.8582 0.254 0.515 -0.234 0.51
C -6.9199 -5.8289 -1.4653 -0.065 -0.090 -0.014 -2.00
Cl -7.0544 -7.6049 -1.5139 0.038 0.476 0.010 0.52
Cl -6.0911 -5.3368 0.0332 -0.085 -0.331 -0.429 0.49
Cl -5.9851 -5.2655 -2.8736 -0.181 -0.234 0.283 0.49
Cl -8.5489 -5.1086 -1.5070 0.420 -0.162 0.019 0.51
```
Forces are in eV/Å.

Results
total charge	+1
spin multiplicity	1

=====

2.
Formula: C4H9NO
Source: the OMol25 dataset
Level of theory: ωB97M-V/def2-TZVPD

```
15
Properties=species:S:1:pos:R:3:forces:R:3:lowdin_charge:R:1
C -3.0704 1.1655 1.0779 2.044 -0.121 -0.755 -0.12
C -2.6599 1.1353 -0.4034 -0.922 2.724 1.610 -0.23
C -1.5511 1.7688 -0.7723 0.173 -0.504 -0.469 -0.03
H -2.1507 1.1905 1.6709 -0.011 -0.251 0.070 0.06
H -3.5373 2.1147 1.3317 -0.857 -0.372 -0.069 0.07
H -3.5607 0.2320 1.2862 -0.816 0.053 0.572 0.06
H -3.5594 1.2137 -0.9963 0.206 -1.326 -1.078 0.09
H -1.2166 1.8515 -1.8003 -0.304 0.270 -0.044 0.05
H -0.9275 2.2407 -0.0267 0.486 -0.470 0.162 0.05
C 3.3320 -2.5498 -0.5942 -0.112 0.880 -0.365 -0.44
N 4.1336 -1.8267 0.2373 -0.238 -0.441 -0.329 0.11
O 2.2046 -2.8998 -0.3539 -0.008 -0.178 0.167 0.02
H 3.7891 -2.6528 -1.5971 0.089 -0.487 0.148 0.12
H 3.7249 -1.3825 1.0424 0.232 -0.099 0.122 0.10
H 5.0496 -1.6011 -0.1022 0.037 0.322 0.258 0.09
```
Forces are in eV/Å.

Results
spin multiplicity	1
SMILES	C=CC.NC=O
relative energy (zero: lowest compared OMol25 entry of this formula, charge and spin)	207.2	kJ/mol

=====

3.
Formula: C12H21BrN2OP
Source: the OMol25 dataset
Level of theory: ωB97M-V/def2-TZVPD

```
38
Properties=species:S:1:pos:R:3:forces:R:3:lowdin_charge:R:1
C 0.4979 -3.1744 3.4435 -0.111 0.497 -0.441 -0.20
C -0.1559 -2.1751 2.3846 0.298 -0.388 2.649 -0.77
Br 0.7081 -2.5642 0.6331 -0.422 0.130 0.455 0.56
C 0.0957 -0.7066 2.8808 0.526 -0.800 -0.529 -0.40
P -0.8984 0.6564 1.9364 0.187 0.380 0.088 0.35
N -2.4769 -0.1505 2.3139 -0.502 -0.449 0.303 -0.26
C 0.7789 1.4329 1.4042 0.552 1.112 -0.205 -0.38
C 0.6127 2.7187 0.5013 1.057 0.266 -0.889 -0.19
C 0.0211 2.3930 -0.9275 -0.296 0.969 2.716 -0.44
O -1.1674 2.5016 -1.1015 0.865 -0.292 -1.011 0.07
N 1.0143 2.0291 -1.9494 -1.440 -0.620 -0.705 0.07
C 0.6170 0.9201 -2.7824 0.016 -2.176 -2.463 -0.22
C -0.4152 -0.0667 -2.4898 0.566 0.013 -1.049 -0.02
C -0.7221 -1.1571 -3.4243 1.832 1.682 -0.671 -0.07
C 0.0207 -1.2867 -4.6876 0.234 1.328 1.535 -0.11
C 1.0898 -0.3344 -4.9838 -1.436 0.084 1.947 -0.11
C 1.3632 0.7378 -4.0459 -0.872 -0.746 0.297 -0.05
H 1.6032 -2.9611 3.4508 -1.024 -0.498 0.096 0.06
H 0.0811 -2.9492 4.4682 0.357 -0.156 -1.075 0.07
H 0.2728 -4.2455 3.1956 0.414 0.887 0.158 0.06
H -1.2420 -2.4430 2.3592 0.942 0.518 -0.577 0.07
H 1.2074 -0.5090 2.7928 -1.050 -0.274 0.061 0.06
H -0.1462 -0.5865 3.9751 -0.095 -0.462 -1.037 0.07
H -0.8781 -0.0972 0.6765 0.089 -0.071 -0.147 -0.04
H -1.6498 1.7548 1.3526 0.203 0.092 -0.402 -0.03
H -0.9197 1.4162 3.1999 -0.010 0.000 0.138 -0.02
H -3.2316 0.5457 2.3197 0.433 -0.362 -0.093 -0.01
H -2.6546 -0.7979 1.5350 -0.139 0.461 0.373 -0.01
H 1.3445 1.7463 2.3296 -0.409 -0.233 -0.840 0.07
H 1.4133 0.6846 0.8574 -0.578 0.524 0.402 0.06
H 1.6346 3.1753 0.3083 -0.907 -0.496 0.177 0.10
H 0.0098 3.5356 0.9897 0.213 -1.116 -0.497 0.11
H 1.0649 2.8367 -2.5865 0.278 -0.291 0.505 0.13
H -0.9944 0.0480 -1.5384 0.591 -0.327 -1.029 0.08
H -1.5434 -1.8580 -3.1583 0.813 0.596 -0.289 0.09
H -0.2175 -2.0970 -5.4179 0.209 0.778 0.816 0.08
H 1.6789 -0.4356 -5.9231 -0.526 0.180 0.905 0.09
H 2.1832 1.4629 -4.2923 -0.855 -0.738 0.327 0.10
```
Forces are in eV/Å.

Results
total charge	-1
spin multiplicity	1

=====

4.
Formula: C6H14NO2P
Source: the OMol25 dataset
Level of theory: ωB97M-V/def2-TZVPD

```
24
Properties=species:S:1:pos:R:3:forces:R:3:lowdin_charge:R:1
C -2.1658 -0.1360 -0.3535 -0.498 -0.754 -1.513 -0.22
C -3.4780 0.3828 0.1978 -0.238 0.946 1.115 -0.20
C -1.0060 0.9833 -0.4641 -2.972 -0.642 2.578 -0.26
C -3.4963 1.1978 1.2659 -1.300 -0.415 -0.216 -0.02
C 2.7753 1.5682 1.0868 -1.602 0.521 -0.830 -0.18
C 2.6812 -2.3869 -1.0246 2.237 -0.201 -1.929 -0.22
N 0.3463 0.5547 -0.5629 0.959 -0.583 1.009 -0.21
O 2.7312 0.2248 0.6647 -1.726 -1.570 -1.023 -0.42
O 1.6474 -1.4585 -1.0523 -1.017 1.697 2.252 -0.42
P 1.2359 -0.5800 0.3815 0.793 0.425 -1.156 0.95
H -1.9285 -0.9793 0.3352 0.461 0.376 -0.763 0.10
H -2.4739 -0.5515 -1.3944 1.127 0.364 1.598 0.12
H 0.6352 0.3126 -1.4678 0.253 0.066 -1.803 0.05
H -4.4070 -0.0071 -0.2397 0.387 0.365 0.084 0.09
H -1.3693 1.5610 -1.3488 0.888 0.189 1.006 0.13
H -1.1621 1.4914 0.5810 0.597 -0.130 -2.449 0.11
H -4.3552 1.6243 1.8298 0.354 -0.656 -0.920 0.07
H -2.5754 1.4354 1.7281 0.839 0.405 0.395 0.02
H 3.1484 1.5438 2.0908 0.015 0.577 0.638 0.07
H 1.7709 2.1063 0.9506 1.218 -0.825 0.590 0.09
H 3.4365 2.0875 0.4159 0.550 0.334 -0.069 0.07
H 2.2454 -3.3942 -1.3151 1.001 1.115 0.249 0.10
H 3.3172 -2.4375 -0.1299 -0.833 -0.096 0.376 0.06
H 3.4844 -1.9420 -1.7637 -1.491 -1.506 0.781 0.12
```
Forces are in eV/Å.

Results
spin multiplicity	1
SMILES	C=CCCNP(OC)OC
relative energy (zero: lowest compared OMol25 entry of this formula, charge and spin)	191.8	kJ/mol

=====

5.
Formula: C10H7NO2
Source: the OMol25 dataset
Level of theory: ωB97M-V/def2-TZVPD

```
20
Properties=species:S:1:pos:R:3:forces:R:3:lowdin_charge:R:1
N -2.5854 1.9695 -1.2583 -0.129 -0.253 0.439 0.08
C -1.7095 1.0167 -0.6809 0.001 0.123 -0.148 -0.30
C -2.1856 -0.0868 0.0331 0.034 0.009 -0.168 -0.01
C -1.3133 -1.0303 0.5495 -0.022 0.114 -0.095 0.00
C 0.0576 -0.8569 0.3964 0.013 0.032 -0.028 -0.10
C 0.5365 0.2479 -0.3173 -0.121 -0.140 0.052 -0.09
C -0.3379 1.1666 -0.8753 0.121 -0.175 0.164 0.05
C 2.0087 0.4010 -0.5176 0.013 0.019 0.030 -0.33
O 2.4703 1.0441 -1.4332 0.051 0.135 0.129 0.11
C 2.8847 -0.3020 0.4624 -0.173 -0.142 0.013 0.03
C 2.4224 -1.3533 1.1386 0.075 0.096 -0.020 0.03
C 1.0192 -1.8311 0.9762 -0.040 0.017 -0.025 -0.34
O 0.6982 -2.9506 1.3145 0.004 0.126 0.107 0.11
H -2.4829 2.8726 -0.8106 0.118 0.081 -0.245 0.09
H -3.5493 1.6822 -1.1408 0.001 0.053 -0.039 0.08
H -3.2553 -0.1996 0.1742 0.041 -0.011 0.020 0.11
H -1.6954 -1.8866 1.0902 0.104 -0.019 -0.006 0.12
H 0.0629 1.9831 -1.4616 -0.073 0.023 -0.020 0.13
H 3.9082 0.0428 0.5487 -0.016 -0.042 -0.115 0.12
H 3.0458 -1.9292 1.8116 -0.004 -0.046 -0.048 0.12
```
Forces are in eV/Å.

Results
spin multiplicity	1
SMILES	Nc1ccc2c(c1)C(=O)C=CC2=O
relative energy (zero: lowest compared OMol25 entry of this formula, charge and spin)	0.0	kJ/mol

=====

6.
Formula: C4H15NO3
Source: the OMol25 dataset
Level of theory: ωB97M-V/def2-TZVPD

```
23
Properties=species:S:1:pos:R:3:forces:R:3:lowdin_charge:R:1
N 2.2859 0.3755 0.1924 -3.566 -0.394 0.668 -0.01
C 1.2317 1.0680 -0.4347 1.852 -1.092 -1.816 -0.21
C 0.4132 0.0971 -1.3955 -0.458 -1.775 1.820 -0.05
C 0.8835 -1.3993 -0.7720 -0.238 3.602 1.109 -0.09
C 1.8456 -1.0551 0.4053 -1.421 2.924 -1.919 -0.14
H 3.0646 0.3724 -0.3742 2.305 0.583 -1.176 0.09
H 1.5946 1.8445 -1.0656 0.287 1.120 0.080 0.10
H 0.5592 1.5678 0.5131 -0.506 1.691 1.042 0.08
H 0.6372 0.2312 -2.4971 0.506 0.144 1.439 0.12
H -0.6726 0.2306 -1.3537 0.207 -0.099 0.393 0.08
H 1.5046 -1.8469 -1.4847 0.094 -1.322 -1.347 0.07
H 0.0635 -1.9133 -0.2958 -0.397 -0.490 -0.935 0.07
H 2.7515 -1.5374 0.2609 1.391 -1.794 0.886 0.09
H 1.2869 -1.0281 1.3066 0.087 -0.699 1.187 0.09
H -1.5171 1.7008 0.6276 -0.236 -0.444 0.161 -0.06
H -2.9370 1.8809 0.1613 -2.151 -0.857 0.311 -0.01
O -2.0912 2.2163 0.0163 2.373 1.101 -0.509 -0.09
H -1.7285 0.8599 2.2845 0.610 -0.557 -0.045 -0.08
H 0.7033 2.5870 0.9750 -0.731 -2.883 -1.121 0.37
O -0.9468 0.4437 1.8654 -0.155 1.059 -0.353 -0.43
H -2.6447 -2.9577 -0.2528 -0.470 -0.369 0.786 0.01
H -2.3720 -1.4798 0.5717 0.308 -2.698 -3.124 0.13
O -2.2794 -2.0855 -0.3243 0.307 3.248 2.461 -0.13
```
Forces are in eV/Å.

Results
spin multiplicity	1
relative energy (zero: lowest compared OMol25 entry of this formula, charge and spin)	793.1	kJ/mol

=====

HOMO-LUMO gap
In order: 0.3071 0.3823 0.2458 0.3602 0.2971 0.1915
Unit: Ha
Max |F|
In order: 3.74 3.30 3.29 3.99 0.52 4.14
Unit: eV/A
HOMO
In order: -12.50 -9.50 -3.61 -8.83 -9.06 -8.19
Unit: eV